This record from the Open Molecules 2025 dataset describes a structure of composition C23H20N6O6S3Tl. The level of theory is ωB97M-V/def2-TZVPD.

The geometry in XYZ format:
```
59
Properties=species:S:1:pos:R:3:forces:R:3:mulliken_charge:R:1
Tl -0.048 -0.538 -0.785 0.080 -0.032 0.098 0.719
C -0.029 -1.388 4.240 -0.019 0.005 0.007 -0.678
O 1.307 -1.448 3.747 -0.024 -0.008 -0.042 -0.402
C 1.454 -0.962 2.499 -0.026 0.041 0.011 0.605
O 0.633 -0.262 1.949 -0.050 0.054 0.022 -0.606
N 2.672 -1.334 2.013 0.005 0.107 0.012 -0.173
N 2.885 -1.202 0.632 0.015 -0.013 0.045 -0.358
H -0.001 -1.852 5.222 0.008 0.000 -0.002 0.340
H -0.693 -1.947 3.579 0.005 -0.005 -0.009 0.209
H -0.370 -0.355 4.314 0.008 0.008 0.000 0.327
H 3.069 -2.147 2.465 0.019 0.019 -0.023 0.348
H 2.904 -2.135 0.230 -0.006 0.022 0.022 0.220
H 3.776 -0.748 0.482 -0.011 0.004 -0.011 0.209
O -3.230 1.542 -3.676 -0.031 -0.133 0.178 -0.745
C -2.667 0.915 -2.774 -0.697 -0.249 0.193 0.404
O -1.469 0.496 -2.777 -0.686 -1.026 0.358 -0.735
C -3.476 0.642 -1.504 -0.049 0.009 0.021 0.425
C -4.885 0.777 -1.570 0.020 -0.001 -0.030 -0.530
C -5.622 0.551 -0.451 0.006 -0.005 0.012 -0.804
C -4.965 0.214 0.757 -0.018 0.007 -0.015 1.245
C -5.658 -0.023 1.967 -0.008 0.000 0.011 -0.813
C -4.971 -0.332 3.105 0.002 0.002 -0.023 -0.597
C -3.561 -0.414 3.081 0.022 -0.001 0.002 -0.472
C -2.865 -0.196 1.927 0.018 -0.008 0.032 0.264
C -3.557 0.122 0.733 0.019 0.000 -0.008 -0.721
N -2.837 0.326 -0.408 0.021 0.013 -0.053 -0.069
H -5.322 1.059 -2.516 -0.017 -0.002 0.003 0.442
H -6.703 0.630 -0.462 0.003 0.000 -0.003 0.392
H -6.740 0.045 1.971 0.001 0.001 0.000 0.354
H -5.504 -0.515 4.030 0.002 0.001 0.000 0.371
H -3.029 -0.662 3.991 0.012 -0.003 -0.001 0.350
H -1.785 -0.266 1.901 0.022 0.001 -0.018 0.437
S 1.184 2.658 -1.295 0.138 -0.131 0.165 -0.415
C 0.743 3.116 -2.838 -0.282 0.133 -0.462 0.309
N -0.305 2.479 -3.459 0.708 1.520 -0.346 0.027
C -0.833 2.882 -4.618 0.194 -0.021 -0.085 0.138
C -0.278 3.937 -5.284 0.223 0.160 0.053 -0.810
C 0.859 4.499 -4.675 -0.136 -0.025 -0.130 0.103
N 1.359 4.126 -3.525 0.086 -0.043 0.179 -0.611
H -0.774 1.653 -3.003 0.369 -0.217 -0.124 0.067
H -1.701 2.322 -4.942 0.075 0.015 0.014 0.448
H -0.673 4.301 -6.218 0.003 0.002 -0.017 0.367
H 1.386 5.308 -5.175 0.007 0.015 0.002 0.376
O 2.758 -4.149 1.071 0.010 -0.114 -0.007 -0.753
S 1.505 -4.460 1.732 0.018 -0.035 0.010 1.110
O 1.577 -4.635 3.160 -0.006 -0.017 -0.029 -0.652
N 0.371 -3.379 1.310 -0.024 -0.011 -0.010 -0.019
C -0.601 -3.925 0.595 0.010 -0.029 -0.016 0.277
S -1.902 -3.105 -0.058 -0.050 -0.032 0.024 -0.484
C -0.424 -5.407 0.387 0.016 0.013 -0.002 -0.039
C -1.249 -6.292 -0.285 0.000 0.005 -0.001 -0.639
C -0.871 -7.626 -0.348 0.004 -0.003 0.000 -0.542
C 0.310 -8.069 0.246 -0.006 0.000 -0.005 -0.488
C 1.140 -7.182 0.919 0.004 0.005 0.003 -0.652
C 0.742 -5.861 0.970 -0.008 0.004 -0.008 0.320
H -2.159 -5.927 -0.744 -0.001 0.000 0.000 0.428
H -1.501 -8.337 -0.868 0.001 0.000 -0.001 0.374
H 0.583 -9.115 0.180 -0.001 0.000 0.001 0.372
H 2.060 -7.509 1.385 -0.001 0.000 0.001 0.431
```
Positions in Å, forces in eV/Å.

E_tot ... -3035.660434 Eh
Net charge ... -1
Relative energy (zero: lowest compared OMol25 entry of this formula, charge and spin) ... 7.7 kcal per mole

This record from the Open Molecules 2025 dataset describes a structure of composition C23H21BiN3O2P. The level of theory is ωB97M-V/def2-TZVPD.

The geometry in XYZ format:
```
51
Properties=species:S:1:pos:R:3:forces:R:3:mulliken_charge:R:1
Bi -0.283 -0.446 -2.599 1.572 2.739 -0.905 1.118
N 2.305 0.003 -2.125 0.596 -1.365 0.358 -0.401
C 2.668 -0.541 -0.812 -1.513 -0.558 0.591 -0.061
C 3.912 -1.064 -0.516 -0.175 1.456 0.123 -0.899
C 4.337 -1.129 0.805 0.136 -0.614 0.027 -0.444
C 3.425 -0.921 1.838 -0.392 0.256 0.130 -0.776
C 2.060 -0.665 1.580 1.296 -0.552 -0.918 -0.184
C 1.698 -0.602 0.231 -0.108 1.467 -0.733 0.201
P -0.096 -0.663 -0.047 0.631 -0.549 1.532 0.877
C -0.515 -2.295 0.630 -0.432 0.455 -1.480 1.014
C 0.406 -3.234 1.062 -0.452 -0.285 1.023 -0.434
C -0.063 -4.443 1.618 0.601 1.385 -0.163 -0.518
C -1.428 -4.639 1.834 1.402 -1.056 0.566 -0.559
C -2.304 -3.702 1.340 -2.399 -0.465 -1.252 -0.980
C -1.868 -2.598 0.592 -0.580 -0.925 0.884 -0.419
C -0.943 0.561 0.956 -0.165 1.020 0.125 1.078
C -0.221 1.713 1.320 0.905 0.443 0.203 -0.032
C -0.788 2.687 2.138 -0.230 -0.183 0.207 -0.797
C -2.121 2.567 2.585 1.228 -0.437 0.469 -0.615
C -2.783 1.373 2.376 0.023 0.247 -1.766 -0.866
C -2.239 0.450 1.455 -1.622 -0.976 0.254 -0.246
H 2.390 1.049 -2.086 0.173 -0.725 0.172 0.230
H 3.013 -0.387 -2.781 -0.816 0.653 0.238 0.310
H 4.592 -1.177 -1.316 0.912 -0.112 -0.679 0.440
H 5.414 -1.342 0.988 -1.090 0.059 0.092 0.400
H 3.809 -0.995 2.836 -0.130 0.130 0.466 0.472
H 1.257 -0.550 2.303 0.533 -0.216 0.359 0.527
H 1.437 -2.932 1.155 0.192 -0.507 -0.296 0.249
H 0.721 -5.101 1.944 -0.188 -0.542 0.228 0.455
H -1.724 -5.566 2.381 -0.084 1.055 -0.637 0.389
H -3.396 -3.999 1.372 1.315 0.811 0.008 0.322
H -2.563 -1.994 0.011 -0.042 -0.112 0.371 0.552
H 0.837 1.845 1.012 -0.782 -0.172 0.216 0.397
H -0.166 3.486 2.550 -0.251 -0.045 -0.566 0.454
H -2.551 3.353 3.189 -0.053 -0.004 0.075 0.457
H -3.803 1.250 2.716 0.079 -0.160 0.077 0.427
H -2.958 -0.349 1.127 1.145 0.695 0.526 0.079
N -2.964 -2.554 -3.785 -0.906 0.686 0.067 -0.042
C -2.304 -1.840 -3.155 -1.185 -1.192 -0.535 -0.157
H -3.805 -2.913 -4.284 1.230 0.158 0.525 0.356
O 2.241 2.775 -1.361 -2.400 -0.791 -0.934 -0.648
C 1.055 2.907 -1.690 1.170 1.554 1.049 0.164
C 0.331 4.290 -1.717 -0.728 -1.361 0.340 -0.387
C -1.074 3.917 -2.232 -0.308 1.360 -1.683 -0.487
C -1.022 2.442 -2.504 -1.751 0.137 -0.458 0.631
O -1.916 1.760 -3.093 2.153 -0.292 1.564 -0.671
N 0.121 1.922 -2.040 0.377 -1.584 -0.469 -0.167
H 0.862 4.988 -2.364 0.033 0.014 0.358 0.376
H 0.195 4.645 -0.678 0.738 0.043 -0.538 0.209
H -1.309 4.435 -3.210 0.156 -0.556 0.993 0.302
H -1.880 4.223 -1.549 0.185 -0.483 -0.205 0.301
```
Positions in Å, forces in eV/Å.

E_tot ... -1759.158568 Eh
Net charge ... +2
Relative energy (zero: lowest compared OMol25 entry of this formula, charge and spin) ... 6.1 kcal per mole

This record from the Open Molecules 2025 dataset describes a structure of composition C23H21CuN5O4. The level of theory is ωB97M-V/def2-TZVPD.

The geometry in XYZ format:
```
54
Properties=species:S:1:pos:R:3:forces:R:3:mulliken_charge:R:1
Cu 1.535 -0.017 -0.267 -0.627 0.497 -0.268 -0.295
C -6.073 0.979 0.915 -1.198 0.728 0.575 -1.237
C -4.921 0.240 1.457 0.672 -0.785 -1.502 0.207
N -3.681 0.274 0.970 -0.305 0.494 1.469 -0.340
C -2.910 -0.398 1.894 -0.584 -1.199 0.864 0.817
C -3.755 -1.004 2.863 0.683 1.072 -1.126 0.028
N -5.049 -0.569 2.511 0.542 -0.939 1.133 -0.067
C -3.580 -1.887 4.041 -0.228 0.200 -1.416 0.371
O -2.377 -2.447 4.238 -0.362 -0.020 0.897 -0.536
O -4.596 -2.171 4.653 0.850 -0.441 0.452 -0.660
C -1.346 -0.461 1.917 -0.383 0.646 -0.785 0.433
O -0.881 -0.569 3.087 0.197 -0.631 -0.365 -0.880
O -0.718 -0.333 0.831 -1.205 -0.891 1.796 -0.859
H -6.024 2.001 1.325 -0.035 -0.161 -0.086 0.229
H -7.041 0.563 1.318 0.880 0.263 -0.744 0.343
H -6.066 1.115 -0.168 -0.030 -0.442 0.141 0.313
H -5.923 -1.004 2.846 1.005 0.657 -0.012 0.300
H -1.581 -1.915 3.924 -1.047 0.557 -0.479 0.449
N 4.518 -1.656 -0.635 -0.913 1.502 0.148 -0.087
C 3.533 -2.229 0.086 -2.452 -0.895 2.061 0.840
C 3.875 -3.452 0.656 1.012 -0.193 0.522 -0.829
C 3.088 -4.053 1.582 -0.251 0.053 -0.489 -0.351
C 1.902 -3.493 1.927 -1.589 -1.386 1.115 -0.712
C 1.492 -2.405 1.231 -0.628 1.529 -0.697 0.296
N 2.271 -1.715 0.345 1.538 -1.236 -0.002 0.000
C 4.462 -0.534 -1.397 2.607 0.653 -2.393 0.789
C 5.629 -0.329 -2.257 -0.999 -0.811 1.581 -0.715
C 5.479 0.628 -3.214 1.460 0.389 -1.427 -0.223
C 4.288 1.340 -3.360 -0.586 0.397 -0.179 -0.773
C 3.246 1.018 -2.519 -0.606 2.174 0.173 0.084
N 3.414 0.230 -1.470 -0.851 -1.411 -0.022 -0.159
H 5.335 -2.189 -0.755 0.806 -0.658 0.048 0.122
H 4.863 -3.886 0.612 0.306 0.163 -0.844 0.259
H 3.328 -5.013 1.927 0.652 -1.085 0.783 0.431
H 1.236 -4.034 2.640 0.452 0.832 -0.673 0.362
H 0.468 -2.019 1.352 0.745 0.156 -0.115 0.092
H 6.541 -0.948 -2.046 -0.869 0.755 -0.638 0.286
H 6.290 0.794 -3.967 -0.577 0.029 0.923 0.307
H 4.164 2.210 -4.018 0.184 -0.808 -0.126 0.364
H 2.234 1.532 -2.569 1.360 -0.705 0.108 0.043
C 0.736 1.812 -0.546 -0.839 -1.137 0.156 -1.627
C -0.471 2.195 -1.352 1.530 -1.636 1.832 0.843
C -1.786 1.778 -0.925 -0.403 1.835 -0.683 0.041
C -2.903 2.537 -1.379 1.302 -1.269 1.537 -0.209
C -2.704 3.508 -2.326 0.024 1.460 -1.998 -0.492
C -1.451 3.711 -2.892 1.598 -1.519 0.573 -0.475
C -0.273 3.015 -2.436 -2.274 1.827 -1.768 -0.617
H 0.409 1.723 0.506 0.498 0.440 -0.215 0.442
H 1.670 2.369 -0.694 -0.623 0.586 0.039 0.720
H -1.912 0.996 -0.170 0.278 0.747 -0.554 0.334
H -3.846 2.471 -0.835 0.032 -0.461 -0.412 0.208
H -3.490 4.114 -2.828 0.150 -0.536 0.918 0.228
H -1.369 4.393 -3.701 0.103 0.631 -0.679 0.365
H 0.719 3.187 -2.933 -0.999 -0.017 0.852 0.196
```
Positions in Å, forces in eV/Å.

E_tot ... -3104.309642 Eh
Net charge ... -1

This record from the Open Molecules 2025 dataset describes a structure of composition C23H21F10IrN5. The level of theory is ωB97M-V/def2-TZVPD.

The geometry in XYZ format:
```
60
Properties=species:S:1:pos:R:3:forces:R:3:mulliken_charge:R:1
Ir -0.125 1.288 -0.330 0.860 0.452 0.138 0.767
C -0.475 4.412 0.842 -0.009 -0.041 -0.012 -1.173
N -0.160 3.740 -0.423 -0.055 0.077 -0.035 0.578
C -1.183 3.984 -1.435 -0.043 -0.068 0.046 -1.230
C -2.494 3.298 -1.065 0.043 0.005 0.032 -0.804
N -2.229 2.043 -0.378 -0.208 -0.341 0.006 -0.038
C -3.244 1.308 0.124 -0.091 0.080 -0.061 -0.022
C -2.945 0.324 1.105 -0.172 0.122 -0.278 0.172
F -1.714 0.258 1.585 0.440 0.044 0.267 -0.306
C -3.875 -0.539 1.614 -0.153 -0.004 0.008 0.017
F -3.528 -1.438 2.523 0.038 -0.115 0.099 -0.326
C -5.195 -0.454 1.190 0.182 0.117 -0.101 0.597
F -6.090 -1.282 1.662 -0.261 -0.213 0.143 -0.260
C -5.556 0.513 0.260 0.013 -0.027 0.039 0.243
F -6.809 0.587 -0.150 -0.129 -0.002 -0.025 -0.264
C -4.617 1.378 -0.246 0.183 -0.022 0.081 0.670
F -5.032 2.246 -1.154 0.022 0.213 -0.181 -0.282
C 1.186 4.081 -0.901 -0.018 -0.015 0.032 -1.132
C 2.202 3.246 -0.161 0.102 -0.130 -0.019 -0.469
N 1.850 1.837 -0.338 -0.465 -0.336 -0.016 -0.126
C 2.849 0.880 -0.141 -0.022 -0.003 -0.049 -0.602
C 3.855 0.973 0.826 -0.088 0.097 0.103 0.985
F 3.878 2.010 1.670 -0.035 0.066 0.014 -0.309
C 4.823 0.003 1.001 0.110 0.091 0.180 0.002
F 5.734 0.145 1.957 0.021 0.022 0.019 -0.286
C 4.825 -1.130 0.217 0.107 -0.149 0.027 0.725
F 5.738 -2.075 0.393 0.042 -0.036 0.009 -0.299
C 3.852 -1.267 -0.749 -0.002 -0.113 -0.140 0.108
F 3.842 -2.347 -1.536 0.038 0.082 -0.047 -0.380
C 2.905 -0.283 -0.926 -0.160 0.214 -0.070 0.341
F 2.035 -0.461 -1.927 -0.151 0.032 -0.070 -0.445
H -0.571 5.494 0.697 0.005 -0.011 0.000 0.365
H 0.314 4.227 1.568 -0.013 -0.022 -0.008 0.301
H -1.407 4.025 1.256 0.047 0.011 -0.029 0.243
H -0.816 3.582 -2.377 0.014 -0.025 -0.022 0.481
H -1.367 5.055 -1.571 -0.011 0.054 -0.048 0.296
H -3.067 3.128 -1.976 -0.060 -0.027 -0.045 0.521
H -3.110 3.935 -0.426 -0.026 -0.005 0.062 0.598
H 1.393 5.149 -0.773 -0.022 0.018 -0.012 0.373
H 1.244 3.840 -1.962 -0.036 0.005 -0.035 0.326
H 2.233 3.533 0.892 0.022 -0.039 0.057 0.325
H 3.193 3.444 -0.572 0.079 -0.024 -0.018 0.541
N -0.701 -0.723 -0.777 -0.206 0.036 -0.135 -0.515
C -0.521 -1.867 -0.674 0.196 -0.332 0.174 0.605
N -0.303 -3.140 -0.553 -0.049 0.095 -0.163 -0.014
C 0.706 -3.833 -1.388 0.010 0.039 0.103 -0.895
C 1.800 -4.407 -0.500 -0.102 -0.016 0.124 -0.167
C 1.203 -5.286 0.602 -0.059 0.046 -0.055 -0.868
C 0.187 -4.496 1.431 0.042 0.023 -0.087 -0.500
C -0.910 -3.938 0.534 0.125 0.011 0.011 -0.652
H 1.102 -3.128 -2.116 -0.018 0.062 0.009 0.489
H 0.193 -4.633 -1.926 -0.049 0.002 -0.019 0.315
H 2.364 -3.585 -0.049 -0.029 -0.070 -0.015 0.025
H 2.492 -4.973 -1.124 0.017 0.008 0.023 0.386
H 1.993 -5.673 1.244 0.006 0.000 0.004 0.362
H 0.705 -6.152 0.149 0.033 0.022 0.032 0.367
H 0.690 -3.664 1.933 -0.020 -0.022 0.033 0.274
H -0.267 -5.120 2.202 0.014 -0.002 -0.029 0.360
H -1.615 -3.318 1.083 0.011 0.066 -0.031 0.309
H -1.463 -4.754 0.063 -0.058 0.000 -0.019 0.300
```
Positions in Å, forces in eV/Å.

E_tot ... -2265.390593 Eh
Net charge ... +1
2S+1 ... 5
Relative energy (zero: lowest compared OMol25 entry of this formula, charge and spin) ... 12.4 kcal per mole